1.
The following is a quantum chemistry calculation of C13H17ClMgN2 as an isolated structure at a distorted geometry, from OMol25.

```
34
Properties=species:S:1:pos:R:3:nbo_charge:R:1
C 1.396 0.464 3.067 -0.77
C 2.512 -1.047 -0.260 -1.26
H 1.727 1.513 2.936 0.20
H 2.260 -0.253 2.888 0.17
H 0.853 0.223 3.983 0.23
H 2.458 -0.660 -1.273 0.20
H 3.011 -0.304 0.373 0.15
H 3.086 -1.972 -0.209 0.20
C -0.424 2.500 1.367 0.06
C -1.083 3.649 0.937 -0.25
C -1.593 3.687 -0.357 -0.16
C -1.417 2.554 -1.169 -0.22
H -0.078 2.399 2.385 0.20
H -1.185 4.496 1.609 0.23
H -2.148 4.556 -0.750 0.23
H -1.830 2.522 -2.179 0.22
N -0.159 1.480 0.557 -0.49
C -0.729 1.422 -0.666 0.19
C -0.679 0.149 -1.426 0.15
N -0.100 -0.896 -0.823 -0.46
C -0.043 -2.084 -1.423 0.08
C -1.175 -1.227 -3.366 -0.17
C -0.559 -2.301 -2.714 -0.25
H 0.488 -2.874 -0.883 0.22
H -0.466 -3.294 -3.161 0.23
C -1.235 0.005 -2.718 -0.22
H -1.715 0.857 -3.173 0.21
H -1.606 -1.352 -4.360 0.22
Mg 1.063 -0.570 1.263 1.67
C 0.186 -2.869 1.796 -0.81
H 0.899 -3.490 1.219 0.18
H -0.819 -3.210 1.453 0.20
H 0.317 -2.996 2.890 0.19
Cl -1.213 -1.079 2.185 -0.57
```

Calculated values
LUMO level (spin up / spin down) = -0.20 / -2.18 eV
orbital gap (spin up / spin down) = 7.1689 / 4.4571 eV
DFT total energy = -1275.1877 hartree



2.
The following is a quantum chemistry calculation of an isolated molecule of C13H17ClN2O2, from OMol25.

```
35
Properties=species:S:1:pos:R:3:nbo_charge:R:1
C 3.926 0.551 -1.387 -0.61
C 2.579 0.271 -0.735 -0.23
N 1.554 0.035 -1.729 -0.60
C 0.771 -1.056 -1.737 0.69
O 0.852 -1.932 -0.892 -0.68
C -0.258 -1.104 -2.857 -0.48
C -1.660 -1.324 -2.268 -0.48
C -1.953 -0.197 -1.285 0.68
O -2.451 0.851 -1.634 -0.61
N -1.548 -0.497 -0.021 -0.64
C -1.485 0.330 1.103 0.23
C -2.055 1.599 1.108 -0.29
C -1.963 2.385 2.242 -0.02
Cl -2.675 3.960 2.234 0.00
C -1.314 1.933 3.377 -0.26
C -0.753 0.668 3.360 -0.18
C -0.822 -0.152 2.244 -0.07
C -0.210 -1.522 2.273 -0.65
H 4.228 -0.287 -2.010 0.21
H 4.682 0.707 -0.623 0.22
H 3.873 1.445 -2.007 0.20
H 2.282 1.114 -0.100 0.20
H 2.630 -0.630 -0.120 0.23
H 1.426 0.750 -2.427 0.40
H -0.010 -1.940 -3.515 0.24
H -0.243 -0.181 -3.437 0.21
H -1.702 -2.295 -1.773 0.22
H -2.398 -1.292 -3.069 0.24
H -1.081 -1.387 0.096 0.43
H -2.561 1.961 0.229 0.27
H -1.250 2.555 4.255 0.23
H -0.246 0.308 4.243 0.21
H 0.344 -1.664 3.197 0.22
H -0.984 -2.289 2.224 0.22
H 0.474 -1.675 1.438 0.24
```

Calculated values
LUMO level = 0.65 eV
structure (SMILES) = CCNC(=O)CCC(=O)Nc1cc(Cl)ccc1C
orbital gap = 9.0583 eV
DFT total energy = -1225.8220 hartree



3.
The following is a quantum chemistry calculation of an isolated ion of composition C13H17F16N3O3PS2 and charge +1 at a distorted geometry, from OMol25.

```
55
Properties=species:S:1:pos:R:3:nbo_charge:R:1
H 3.847 -0.586 -0.527 0.33
N 4.082 0.370 -0.267 -0.56
C 3.195 1.197 -0.631 0.29
C 3.401 2.657 -0.358 -0.68
C 1.943 0.735 -1.368 -0.52
C 0.639 1.175 -0.761 0.28
O 0.534 2.533 -0.451 -0.49
C -0.713 2.604 0.192 -0.23
P -1.270 4.244 0.838 1.33
N -1.959 4.075 2.234 -1.32
C -0.576 1.477 1.246 -0.32
S 0.160 1.887 2.857 2.04
O 0.993 0.762 3.180 -0.92
O 0.832 3.145 2.742 -0.89
C -1.180 1.904 4.204 0.81
F -1.082 3.078 4.821 -0.27
F -0.866 0.908 5.046 -0.28
F -2.391 1.689 3.694 -0.29
N 0.314 0.502 0.584 -0.41
C -0.308 -0.863 0.414 -0.23
C 0.705 -1.962 0.673 -0.51
C 0.098 -3.353 0.804 0.66
F 0.906 -4.038 1.654 -0.30
F -1.110 -3.300 1.400 -0.31
C 0.050 -4.224 -0.485 0.58
F 1.292 -4.703 -0.684 -0.29
F -0.781 -5.259 -0.276 -0.28
C -0.343 -3.545 -1.831 0.57
F 0.547 -2.578 -2.118 -0.31
F -0.211 -4.501 -2.766 -0.28
C -1.822 -3.066 -1.910 0.46
F -2.197 -2.524 -0.726 -0.32
F -2.579 -4.160 -2.104 -0.27
S -2.192 -1.794 -3.287 2.39
F -3.340 -1.149 -2.409 -0.45
F -1.145 -0.806 -2.591 -0.49
F -1.062 -2.413 -4.172 -0.44
F -3.255 -2.720 -3.965 -0.43
F -2.427 -0.703 -4.378 -0.43
H 4.435 2.874 -0.568 0.26
H 2.732 3.246 -0.967 0.22
H 3.155 2.868 0.676 0.25
H 1.960 1.066 -2.399 0.27
H 1.909 -0.348 -1.407 0.23
H -0.139 0.995 -1.498 0.21
H -1.527 2.242 -0.444 0.21
H -2.168 4.658 -0.157 -0.03
H -0.150 5.088 0.798 -0.01
H -1.457 4.637 2.910 0.40
H -1.586 1.146 1.465 0.29
H 1.238 0.447 1.032 0.48
H -1.162 -0.968 1.062 0.25
H -0.655 -0.900 -0.608 0.25
H 1.173 -1.766 1.633 0.27
H 1.512 -1.983 -0.045 0.24
```

Calculated values
LUMO level = -2.91 eV
charge = +1
structure (SMILES) = [H]/N=C(/C)C[C@@H]1O[C@H]([PH2]=N)[C@H](S(=O)(=O)C(F)(F)F)[N@H+]1CCC(F)(F)C(F)(F)C(F)(F)C(F)(F)S(F)(F)(F)(F)F
orbital gap = 9.7064 eV
DFT total energy = -3630.7173 hartree



4.
The following is a quantum chemistry calculation of a 2-piece molecular cluster, C13H17F4N3O5 overall at a distorted geometry, from OMol25.

```
42
Properties=species:S:1:pos:R:3:nbo_charge:R:1
C -2.393 0.877 -3.918 -0.67
C -0.988 0.662 -3.101 -0.09
O -1.182 0.050 -1.779 -0.56
C -1.736 -1.312 -1.864 0.78
O -3.081 -1.415 -1.664 -0.55
C -0.788 -2.613 -2.147 -0.54
C -0.175 -3.360 -0.833 -0.39
C -0.350 -2.579 0.592 -0.49
C 0.481 -1.162 0.693 0.07
C 1.962 -0.997 -0.022 -0.20
C 2.655 0.513 0.121 0.14
N 1.944 1.639 0.862 -0.50
C 0.575 1.515 1.532 0.14
C -0.078 2.842 2.256 0.62
F -0.059 2.597 3.719 -0.33
F 0.698 4.102 1.946 -0.34
C -1.631 3.164 1.792 0.51
F -2.038 2.508 0.526 -0.33
F -1.844 4.643 1.573 -0.34
C -0.266 0.071 1.504 0.21
N -1.641 -0.074 2.187 -0.81
H -2.718 -0.127 -4.453 0.22
H -3.282 1.299 -3.244 0.25
H -2.234 1.674 -4.775 0.22
H -0.185 0.135 -3.779 0.18
H -0.555 1.755 -2.890 0.21
H 0.121 -2.306 -2.852 0.24
H -1.395 -3.433 -2.766 0.27
H 0.998 -3.509 -0.994 0.22
H -0.630 -4.455 -0.749 0.25
H -1.491 -2.500 0.837 0.25
H 0.126 -3.284 1.430 0.27
H 2.501 -1.861 -0.628 0.28
H 3.702 0.657 -0.415 0.30
H 2.455 2.566 0.891 0.47
H -2.368 2.778 2.647 0.20
H -1.584 0.417 3.130 0.39
H -1.788 -1.090 2.469 0.40
N 4.565 -0.096 3.042 0.71
O 4.894 -0.335 1.869 -0.58
O 3.639 -0.734 3.570 -0.56
O 5.162 0.780 3.689 -0.52
```

Calculated values
LUMO level = -2.39 eV
orbital gap = 4.8470 eV
DFT total energy = -1444.8468 hartree



5.
The following is a quantum chemistry calculation of an isolated molecule of C13H17N at a distorted geometry, from OMol25.

```
31
Properties=species:S:1:pos:R:3:nbo_charge:R:1
C 3.864 0.202 -0.064 -0.52
C 3.042 0.903 0.741 0.11
C 2.296 1.556 1.573 -0.31
C 0.744 1.576 1.474 -0.05
C 0.350 2.890 0.770 -0.61
N 0.247 0.422 0.798 -0.45
C 0.378 -0.782 1.641 -0.42
C -1.126 0.513 0.280 -0.26
C -1.490 -0.636 -0.679 0.07
C -0.491 -1.064 -1.610 -0.25
C -0.762 -2.064 -2.519 -0.21
C -2.070 -2.622 -2.604 -0.22
C -3.008 -2.219 -1.634 -0.20
C -2.717 -1.186 -0.720 -0.26
H 4.077 -0.817 0.267 0.23
H 4.142 0.759 -0.971 0.23
H 2.796 2.252 2.258 0.23
H 0.388 1.691 2.517 0.17
H 0.788 3.743 1.316 0.22
H 0.541 2.988 -0.310 0.22
H -0.749 3.035 0.868 0.20
H -0.256 -0.722 2.559 0.17
H 1.417 -0.811 2.001 0.21
H 0.124 -1.648 1.009 0.22
H -1.890 0.479 1.073 0.17
H -1.347 1.459 -0.233 0.22
H 0.516 -0.646 -1.585 0.23
H -0.025 -2.348 -3.272 0.21
H -2.250 -3.436 -3.311 0.22
H -4.049 -2.560 -1.657 0.21
H -3.483 -0.906 0.024 0.21
```

Calculated values
LUMO level = 0.95 eV
structure (SMILES) = C=C=C[C@@H](C)N(C)Cc1ccccc1
orbital gap = 9.6569 eV
DFT total energy = -560.2194 hartree



6.
The following is a quantum chemistry calculation of C13H17N2PSe2Te2Zr as an isolated structure, from OMol25.

```
38
Properties=species:S:1:pos:R:3:nbo_charge:R:1
Zr 1.128 0.276 1.855 0.79
Se 0.548 2.865 2.058 -0.34
Te 1.333 1.989 4.278 0.41
Te 3.689 1.155 3.149 0.43
Se 3.013 -1.233 2.886 -0.27
N -0.308 -1.308 2.778 -0.67
N -1.020 -0.071 2.585 -0.69
H -0.822 -2.110 2.423 0.42
H -0.111 -1.462 3.765 0.42
H -1.475 0.269 3.428 0.42
H -1.731 -0.182 1.860 0.43
C 1.271 -2.362 -1.303 -0.92
P 0.460 -1.008 -0.424 0.93
C -1.309 -0.986 -0.792 -0.40
C -2.061 0.149 -0.443 -0.20
C -3.430 0.162 -0.647 -0.21
C -4.066 -0.953 -1.190 -0.16
C -3.328 -2.073 -1.530 -0.17
C -1.951 -2.093 -1.333 -0.18
C 1.189 0.576 -0.946 -0.38
C 2.471 0.808 -0.404 -0.27
C 3.138 2.001 -0.665 -0.16
C 2.528 2.968 -1.445 -0.16
C 1.258 2.749 -1.970 -0.14
C 0.585 1.562 -1.724 -0.19
H 1.046 -2.361 -2.368 0.28
H 0.960 -3.305 -0.854 0.27
H 2.347 -2.253 -1.160 0.27
H -1.580 1.040 -0.046 0.21
H -4.001 1.047 -0.399 0.24
H -5.135 -0.935 -1.354 0.25
H -3.815 -2.938 -1.960 0.25
H -1.382 -2.969 -1.618 0.23
H 2.988 0.025 0.164 0.25
H 4.129 2.167 -0.266 0.25
H 3.043 3.897 -1.648 0.25
H 0.791 3.505 -2.587 0.25
H -0.393 1.389 -2.152 0.25
```

Calculated values
LUMO level = -7.44 eV
charge = +2
orbital gap = 6.7082 eV
DFT total energy = -6341.9569 hartree